This record from OMol25 describes C4H4O in the gas phase. The level of theory is ωB97M-V with the def2-TZVPD basis set.

```
9
Properties=species:S:1:pos:R:3:lowdin_charge:R:1
C -1.188 0.437 0.587 0.061
C -0.299 -0.184 -0.196 -0.445
O -0.606 -1.085 -1.170 0.045
C 1.119 0.029 -0.070 -0.073
C 2.304 0.201 0.065 0.139
H -1.570 -1.140 -1.228 0.109
H -0.865 1.168 1.317 0.068
H -2.251 0.222 0.517 0.064
H 3.355 0.352 0.179 0.032
```

Its gap between HOMO and LUMO is 9.9 eV. As for the highest occupied orbital energy: -0.33129 Eh. For the energy above the lowest of the compared OMol25 structures with the same formula, charge and spin, the calculation gives 41.5 kcal per mole. The value obtained for the total energy is -6257.578 eV.